1.
A 4-piece molecular cluster, C4H14O3 overall. Source: the OMol25 dataset; level of theory: wB97M-V/def2-TZVPD.

Each line ends with the Löwdin charge.
Atoms and positions in Å:
C: -1.269179 3.058504 -0.396430  -0.09
C: -0.740153 1.653766 -1.077248  -0.16
C: -1.197645 1.343939 -2.284472  -0.27
C: -1.643284 -0.008857 -2.749501  -0.12
H: -1.648097 2.649885 0.537836  0.06
H: -2.030966 3.577414 -1.072632  0.08
H: -0.381029 3.603854 -0.450497  0.02
H: 0.153330 1.386219 -0.458917  0.11
H: -1.385920 2.237960 -3.044645  0.14
H: -0.850701 -0.688954 -2.319293  0.09
H: -1.133725 0.129593 -3.773361  0.09
H: -2.671712 -0.174031 -2.611103  0.05
O: 1.374899 -1.007383 7.014628  -0.08
H: 1.726408 -1.666394 6.394164  0.03
H: 1.501390 -0.218033 6.429811  0.05
O: -3.193337 -4.458508 -0.343953  -0.16
H: -3.200711 -3.665171 0.405361  0.13
H: -3.213831 -4.137411 -1.278771  0.03
O: 6.626681 -1.529016 0.251720  -0.07
H: 6.591281 -1.310201 1.184639  0.03
H: 6.586301 -0.777175 -0.357334  0.04

Atoms 1-6, force components in eV/Å:
C -0.2 -2.4 -3.4
C 0.1 3.6 1.5
C -1.3 1.3 -0.5
C 6.5 0.9 -2.1
H 0.1 0.9 0.2
H 0.8 -1.0 1.2

Summary:
Energy (Eh): -386.35643
Structure (SMILES): C/C=C/C.O.O.O
Highest occupied orbital energy (eV): -8.298
Multiplicity: 1
Energy relative to the best compared isomer or geometry (same formula, charge and spin) (eV): 4.635

=====

2.
A 4-piece molecular cluster, C4H14O3 overall. Source: the OMol25 dataset; level of theory: wB97M-V/def2-TZVPD.

Each line ends with the Löwdin charge.
Atoms and positions in Å:
C: -1.908829 -0.800595 -1.702840  -0.13
C: -0.419434 -0.824804 -1.891624  -0.18
C: 0.467042 -0.152940 -1.137980  -0.19
C: 1.939724 -0.267718 -1.235823  -0.12
H: -2.438621 -1.178533 -2.587315  0.06
H: -2.285085 -1.500758 -0.942121  0.07
H: -2.370459 0.179685 -1.494213  0.07
H: -0.011452 -0.963158 -2.899326  0.11
H: 0.058266 0.644867 -0.516710  0.09
H: 2.461208 0.315332 -0.480564  0.06
H: 2.349150 -1.286757 -1.108272  0.08
H: 2.278803 0.060196 -2.231283  0.08
O: -1.574420 1.099063 1.898503  -0.06
H: -2.155274 0.851217 1.186277  0.03
H: -1.071365 0.300484 2.096100  -0.01
O: 1.284703 1.823821 1.753693  -0.07
H: 1.330584 2.734635 1.444456  0.04
H: 0.315735 1.883938 1.877228  0.01
O: 0.220132 -0.784631 2.686557  -0.04
H: 0.418529 -1.723623 2.688859  0.06
H: 1.111063 -0.409721 2.596399  0.05

Atoms 1-6, force components in eV/Å:
C -1.0 -0.3 -0.4
C 0.7 1.7 -0.5
C -1.3 0.1 0.2
C 1.1 -0.1 -0.6
H 0.3 0.2 -0.1
H 0.5 0.2 0.2

Summary:
Energy (Eh): -386.47129
Structure (SMILES): C/C=C/C.O.O.O
Highest occupied orbital energy (eV): -8.695
Multiplicity: 1
Energy relative to the best compared isomer or geometry (same formula, charge and spin) (eV): 1.510

=====

Question: Among the records above, which one has the lowest highest occupied orbital energy?
Answer: number 2